The following is a quantum chemistry calculation of a 2-piece molecular cluster, C3H12NO2S overall, from OMol25.

```
19
Properties=species:S:1:pos:R:3
S -1.3703 0.9843 2.2389
O -0.8760 -2.0155 -1.3836
O 2.9709 0.8725 -2.3455
N 0.9625 -0.1739 -0.9641
C 0.0872 0.5445 1.2204
C -1.0496 -1.3733 -0.1337
C -0.2506 -0.0594 -0.1175
H 3.8196 0.6015 -1.9536
H -1.6704 -1.9877 -1.9258
H -0.5945 -2.0473 0.5938
H -2.2971 0.5242 1.3898
H -2.0971 -1.2353 0.1047
H 0.6517 1.4480 1.1189
H -0.8800 0.6602 -0.6600
H 0.7322 -0.1489 1.7736
H 1.7659 -0.6915 -0.5096
H 0.7836 -0.7000 -1.8338
H 1.3655 0.7387 -1.2596
H 3.1258 1.3590 -3.1671
```

For the orbital gap (spin up / spin down), the calculation gives 3.5 / 9.9 eV. As for the LUMO energy (spin up / spin down): 0.46 / 0.37 eV. The calculation puts the energy above the lowest of the compared OMol25 structures with the same formula, charge and spin at 48.6 kcal/mol. Its spin multiplicity is 2.